DFT (wB97M-V/def2-TZVPD) results for an isolated molecule of C6H9FS.

Geometry as XYZ:
```
17
Properties=species:S:1:pos:R:3:forces:R:3
F 1.0439 1.0282 -2.2626 0.13 0.51 -0.05
C 1.4643 0.7087 -0.9871 -0.72 -0.99 0.97
C 0.3609 -0.1314 -0.3215 0.10 -0.62 -0.70
S 0.4122 -1.8120 -1.1752 -0.05 0.19 0.95
C 0.5937 -0.4334 1.1985 -0.51 -0.14 -0.61
C -0.8172 -0.3284 1.7582 0.10 -0.40 -0.29
C -1.6620 0.2631 0.9015 1.03 -1.03 1.59
C -1.0705 0.4900 -0.4291 0.37 0.94 -0.27
H 2.3495 0.0705 -1.0895 0.06 0.48 0.19
H 1.6247 1.5839 -0.3408 0.16 0.19 -0.67
H -0.1516 -1.4834 -2.3273 -0.14 0.31 -0.34
H 1.2678 0.2395 1.7225 0.06 0.62 -0.22
H 1.1015 -1.3900 1.3231 -0.36 -0.32 0.04
H -1.0640 -0.8139 2.7077 -0.05 0.63 -0.21
H -2.6845 0.4322 1.1397 -0.70 0.16 -0.02
H -1.0198 1.5765 -0.6815 -0.02 -0.68 -0.02
H -1.7489 -0.0001 -1.1365 0.53 0.14 -0.35
```
Forces are in eV/Å.

Calculated values
LUMO energy (Eh): 0.0320
SMILES string: FCC1(S)CC=CC1
Energy (Eh): -732.0397
Energy above the lowest of the compared OMol25 structures with the same formula, charge and spin (kcal per mole): 17.0

***

DFT (wB97M-V/def2-TZVPD) results for an isolated molecule of C6H9NS.

Geometry as XYZ:
```
17
Properties=species:S:1:pos:R:3:forces:R:3
N 2.6279 1.4053 -0.2602 4.62 -2.00 1.51
C 1.3326 1.3472 0.2885 -3.03 4.05 -2.70
C 1.0511 0.6043 1.4939 -0.47 -5.06 1.51
C 0.3181 -0.5621 1.1215 -0.79 2.22 2.80
C -0.4742 -0.3191 -0.1891 -1.30 0.56 1.83
C -2.0553 -0.2683 0.2914 2.03 1.20 1.46
S -1.5378 -1.6582 -0.8482 -0.23 1.47 1.63
C 0.2503 0.9040 -0.9707 0.00 -2.59 2.79
H 2.6506 0.4447 -0.6330 1.01 0.39 -0.30
H 3.5141 1.3367 0.5298 -3.48 0.44 -2.47
H 0.9639 2.4050 0.3330 0.46 -0.44 0.79
H 1.6064 0.7689 2.5792 -1.61 -0.39 -3.17
H -0.1679 -1.2911 1.9396 1.48 1.41 -2.12
H -2.3704 0.0085 1.4779 1.44 -2.54 -2.59
H -2.6398 0.5509 -0.0545 -0.23 0.28 -1.83
H 0.6396 0.5767 -1.9836 -0.10 0.64 1.43
H -0.5216 1.6593 -1.0081 0.18 0.35 -0.56
```
Forces are in eV/Å.

Calculated values
LUMO energy (Eh): 0.0257
SMILES string: N[C@@H]1C=C[C@@]2(CS2)C1
Energy (Eh): -686.7734
Energy above the lowest of the compared OMol25 structures with the same formula, charge and spin (kcal per mole): 118.9

***

DFT (wB97M-V/def2-TZVPD) results for an isolated molecule of C5H7N.

Geometry as XYZ:
```
13
Properties=species:S:1:pos:R:3:forces:R:3
C 2.8620 -0.8531 -0.3046 -0.37 0.20 -0.02
C 1.7942 -0.3025 -0.3771 0.45 -0.19 0.04
C 0.4810 0.3065 -0.4029 0.12 -0.03 -0.16
C -0.0621 1.0432 0.7774 0.00 0.19 0.15
N -0.5053 -0.2968 0.4768 -0.05 -0.10 0.03
C -1.8223 -0.4954 -0.0939 -0.17 -0.03 -0.06
H 3.7963 -1.3613 -0.2194 -0.12 0.12 -0.06
H 0.1307 0.6474 -1.3796 0.08 -0.08 0.18
H -0.7307 1.8832 0.5808 0.07 -0.19 -0.05
H 0.5616 1.1414 1.6627 -0.12 -0.01 -0.14
H -1.7908 -1.4010 -0.7081 -0.07 0.14 0.08
H -2.1697 0.3419 -0.7242 0.10 -0.07 0.12
H -2.5449 -0.6535 0.7121 0.08 0.06 -0.11
```
Forces are in eV/Å.

Calculated values
LUMO energy (Eh): 0.0416
SMILES string: C#C[C@@H]1CN1C
Energy (Eh): -249.3552
Energy above the lowest of the compared OMol25 structures with the same formula, charge and spin (kcal per mole): 74.1

***

DFT (wB97M-V/def2-TZVPD) results for the ion C9H11O with charge +1.

Geometry as XYZ:
```
21
Properties=species:S:1:pos:R:3:forces:R:3
C -2.6306 -0.7608 0.1037 0.49 -0.51 -1.05
C -2.5725 0.6139 -0.3377 3.73 1.60 1.06
C -1.5952 -1.6753 0.1195 -2.76 1.82 0.47
C -1.5181 1.4260 -0.1017 -1.42 -2.28 0.89
C 0.7999 -1.6611 -0.0026 0.19 2.52 -0.15
C -0.3773 1.7277 0.4130 1.79 0.39 -0.59
C 2.0484 -0.8446 -0.2443 -4.05 1.95 -2.33
C 0.9098 1.5132 -0.4160 -3.27 -1.58 0.19
C 1.9001 0.6366 0.2966 2.11 -0.26 1.00
O -0.3506 -1.1885 -0.1224 1.33 1.97 -0.91
H -3.7105 -0.9376 0.2185 0.80 -1.37 0.34
H -3.3682 1.0982 -0.7686 -2.23 0.39 -1.07
H -1.6282 -2.6959 0.3361 -0.30 -1.40 0.42
H -0.1607 2.1887 1.3563 -0.67 0.18 0.60
H 0.8491 -2.6079 0.3650 0.35 -3.08 0.91
H 2.8031 -1.2524 0.2628 3.02 -2.14 1.79
H 2.2138 -1.0145 -1.3711 0.09 0.81 1.36
H 0.4336 1.2376 -1.3718 1.29 -0.63 -0.03
H 1.2923 2.4350 -0.5572 1.51 3.10 -0.59
H 1.7195 0.6143 1.4191 -0.46 -0.43 -1.26
H 2.9424 1.1474 0.4027 -1.54 -1.05 -1.06
```
Forces are in eV/Å.

Calculated values
LUMO energy (spin up / spin down) (Eh): -0.2015 / -0.2014
Energy (Eh): -424.3324
Charge: +1
Energy above the lowest of the compared OMol25 structures with the same formula, charge and spin (kcal per mole): 92.9

***

DFT (wB97M-V/def2-TZVPD) results for a structure of composition C3H2KO3.

Geometry as XYZ:
```
9
Properties=species:S:1:pos:R:3:forces:R:3
O -1.3264 1.0681 -0.1574 -0.05 -0.46 -0.03
C -1.5489 -0.2490 -0.0960 -0.50 0.15 -0.80
C -0.4193 -1.0463 0.6360 0.34 0.31 1.10
O 0.3072 -0.5374 1.4404 -0.04 -0.47 -0.50
K 0.6793 1.9871 0.7370 -0.07 0.13 0.08
H -1.6360 -0.7998 -1.0660 -0.02 0.38 0.18
H -2.4549 -0.5654 0.4802 0.26 -0.03 0.01
C 2.7421 0.3274 -0.7789 0.78 -0.29 -0.30
O 3.6569 -0.1847 -1.1953 -0.70 0.28 0.27
```
Forces are in eV/Å.

Calculated values
LUMO energy (spin up / spin down) (Eh): -0.0160 / -0.0168
<S²>: 0.753
Energy (Eh): -941.1022
Energy above the lowest of the compared OMol25 structures with the same formula, charge and spin (kcal per mole): 18.3
Spin multiplicity: 2

***

DFT (wB97M-V/def2-TZVPD) results for a structure of composition C19H27N6O2Rh.

Geometry as XYZ:
```
55
Properties=species:S:1:pos:R:3:forces:R:3
Rh -0.5637 0.3439 -0.0831 0.71 1.21 0.77
C -1.1311 -3.5086 2.5033 0.03 0.04 0.05
C -0.7317 -2.2704 1.7717 0.40 -0.01 0.03
N -1.4790 -1.3047 1.4683 -0.66 -0.49 -0.38
C -2.8416 -1.1004 1.8724 0.22 0.15 0.08
C -3.0629 0.3894 1.5806 0.17 0.12 0.04
N -1.7430 1.1320 1.5001 -0.45 -0.07 0.45
C -1.9952 2.5677 1.2433 -0.01 -0.11 0.32
C -2.4574 2.6912 -0.1851 0.00 0.24 -0.24
N -1.5552 1.9201 -1.0769 -0.11 -0.38 -0.59
C -0.4735 2.7418 -1.7115 -0.08 0.00 0.23
C 0.6865 2.9200 -0.7420 -0.06 -0.16 -0.18
N 0.9280 1.6069 -0.1322 -0.14 0.50 -0.06
C 2.0945 1.1555 0.1448 0.26 -0.36 0.14
C 3.3431 1.9490 -0.0300 -0.05 0.01 0.03
C 2.1036 -0.2522 0.6429 -0.16 0.37 0.04
C 3.2277 -1.0209 0.8706 0.07 0.02 0.06
C 3.0565 -2.3072 1.3651 -0.02 -0.06 0.03
C 1.7826 -2.7748 1.6571 0.18 0.04 0.01
C 0.6922 -1.9599 1.4044 -0.09 0.07 -0.04
N 0.8695 -0.7330 0.8843 0.13 -0.64 -0.25
H -2.0944 -3.8587 2.1343 0.00 0.01 0.01
H -1.2327 -3.2965 3.5713 0.00 -0.01 -0.01
H -0.4093 -4.3133 2.3913 -0.01 0.01 -0.02
H -2.9865 -1.3265 2.9317 0.03 -0.01 0.02
H -3.5369 -1.7207 1.3041 -0.01 0.01 -0.05
H -3.6987 0.8615 2.3299 0.01 0.06 0.01
H -3.5448 0.5062 0.6143 -0.02 -0.06 -0.05
H -1.2438 1.0087 2.3769 -0.13 0.12 0.10
H -1.0744 3.1124 1.4395 0.03 0.02 -0.08
H -2.7569 2.9645 1.9171 0.00 0.00 0.04
H -2.4969 3.7364 -0.4936 0.03 0.01 -0.01
H -3.4613 2.2936 -0.3051 -0.04 0.03 0.03
H -2.1071 1.5229 -1.8319 -0.04 0.14 -0.07
H -0.8705 3.7083 -2.0220 -0.02 0.01 -0.01
H -0.1291 2.2080 -2.5924 0.05 -0.05 0.01
H 0.4777 3.6497 0.0412 -0.05 0.00 0.01
H 1.5596 3.2559 -1.2971 0.05 -0.04 0.02
H 3.2402 2.9391 0.4148 -0.01 -0.01 -0.02
H 3.5314 2.0641 -1.1015 0.00 -0.03 0.04
H 4.1988 1.4628 0.4282 -0.02 0.01 0.00
H 4.2147 -0.6326 0.6668 0.00 -0.02 0.01
H 3.9184 -2.9361 1.5426 0.00 0.00 0.00
H 1.6449 -3.7587 2.0812 0.00 0.00 -0.02
O -1.1569 -2.0245 -1.1821 0.08 -0.12 -0.59
C -0.2857 -1.6376 -1.9567 -0.33 0.08 0.48
C 0.4256 -2.3729 -3.0581 0.10 0.12 -0.04
C 1.4017 -1.3176 -3.5998 -0.15 -0.07 0.01
C 1.2989 -0.1527 -2.6325 -0.25 0.05 0.13
O 2.0238 0.8186 -2.5965 -0.03 0.01 -0.08
N 0.2069 -0.3669 -1.7939 0.34 -0.72 -0.37
H -0.2865 -2.7530 -3.7880 -0.01 0.02 -0.02
H 0.9295 -3.2372 -2.6238 0.01 -0.02 -0.01
H 1.1131 -0.9496 -4.5849 0.02 -0.01 -0.03
H 2.4371 -1.6429 -3.6730 0.00 -0.03 0.02
```
Forces are in eV/Å.

Calculated values
LUMO energy (Eh): -0.2569
Energy (Eh): -1329.3192
Charge: +2

***

So what do the calculations give for max |F|? Going down the list: 0.04188 0.11157 0.00958 0.09834 0.02314 0.03103 hartree/bohr.